1.
A 3-piece molecular cluster, CH8N4S overall, computed with ωB97M-V/def2-TZVPD.

Output
Energy ... -659.24048 Eh
Total charge ... +2
Energy above the lowest of the compared OMol25 structures with the same formula, charge and spin ... 48.9 kcal per mole
M ... 108.2 g/mol
HOMO (alpha / beta) ... -18.828 / -18.829 eV
Orbital gap (alpha / beta) ... 7.212 / 7.213 eV

Geometry (Å):
C (1.019, 0.262, -0.713)
N (1.549, 0.377, 0.416)
N (-0.350, 0.172, -0.730)
N (2.929, 0.425, 0.583)
N (-1.067, 0.176, 0.363)
S (-2.668, 0.097, 0.487)
H (-3.426, -2.690, 0.717)
H (1.573, 0.392, -1.601)
H (0.973, 0.415, 1.220)
H (-0.757, 0.333, -1.720)
H (3.181, 1.107, 1.354)
H (3.380, 0.732, -0.216)
H (-3.275, -1.827, 0.683)
H (-3.062, 0.028, -0.842)

2.
A 3-piece molecular cluster, CH8NO2 overall, computed with ωB97M-V/def2-TZVPD.

Output
Energy ... -248.02455 Eh
Total charge ... 0
Energy above the lowest of the compared OMol25 structures with the same formula, charge and spin ... 18.4 kcal per mole
M ... 66.1 g/mol
HOMO (alpha / beta) ... -5.411 / -9.650 eV
Spin multiplicity ... 2
Expectation value of S² ... 0.75
Orbital gap (alpha / beta) ... 5.667 / 9.893 eV

Geometry (Å):
C (-1.347, -0.211, -1.386)
N (-0.745, -1.022, -0.602)
H (-1.277, 0.804, -0.926)
H (-2.177, -0.652, -1.964)
H (-0.207, -1.837, -0.902)
H (-0.364, -0.649, 0.307)
H (-0.059, 0.566, 2.433)
H (1.053, -0.530, 2.207)
O (0.164, -0.285, 1.933)
H (1.961, 1.805, 0.186)
H (1.827, 0.409, -0.575)
O (1.404, 1.348, -0.462)

3.
A 3-piece molecular cluster, CH8NO3 overall, computed with ωB97M-V/def2-TZVPD.

Output
Energy ... -323.37136 Eh
Total charge ... -1
Energy above the lowest of the compared OMol25 structures with the same formula, charge and spin ... 25.1 kcal per mole
M ... 82.1 g/mol
HOMO ... -3.441 eV
Orbital gap ... 7.763 eV

Geometry (Å):
N (-1.267, -1.244, -0.151)
C (-0.400, -0.880, 1.136)
O (0.707, -0.186, 0.925)
H (-0.605, -1.781, -0.755)
H (-1.588, -0.471, -0.611)
H (-0.270, -1.928, 1.538)
H (-1.066, -0.223, 1.668)
H (-0.073, 1.462, -0.316)
H (-0.361, 2.745, 0.247)
O (-0.394, 2.354, -0.669)
H (1.856, 0.350, -0.303)
H (1.312, -0.229, -1.543)
O (2.150, 0.031, -1.167)

4.
A 3-piece molecular cluster, CH8NO3 overall, computed with ωB97M-V/def2-TZVPD.

Output
Energy ... -323.39839 Eh
Total charge ... -1
Energy above the lowest of the compared OMol25 structures with the same formula, charge and spin ... 8.2 kcal per mole
M ... 82.1 g/mol
HOMO ... -3.558 eV
Orbital gap ... 7.943 eV

Geometry (Å):
N (1.377, 0.747, -1.167)
C (1.253, -0.502, -0.384)
O (0.243, -0.493, 0.506)
H (2.140, 1.333, -0.888)
H (0.513, 1.256, -1.104)
H (2.263, -0.686, 0.041)
H (1.076, -1.312, -1.119)
H (0.062, 0.962, 0.987)
H (-1.179, 1.647, 1.562)
O (-0.368, 1.912, 1.105)
H (-1.336, -1.413, 0.293)
H (-2.641, -1.025, -0.374)
O (-2.060, -1.784, -0.263)

5.
A 4-piece molecular cluster, CH8NO5 overall, computed with ωB97M-V/def2-TZVPD.

Output
Energy ... -473.98006 Eh
Total charge ... -1
Energy above the lowest of the compared OMol25 structures with the same formula, charge and spin ... 2.7 kcal per mole
M ... 114.1 g/mol
HOMO ... -5.311 eV
Orbital gap ... 9.155 eV

Geometry (Å):
N (1.442, -0.369, 2.103)
C (1.287, -0.491, 0.707)
O (0.192, -0.037, 0.258)
O (2.212, -1.005, 0.055)
H (0.597, -0.242, 2.631)
H (2.137, -0.975, 2.502)
H (-0.482, 1.650, -1.838)
H (-1.100, 0.341, -1.965)
O (-1.110, 1.196, -2.421)
H (-1.134, 1.118, 0.676)
H (-2.093, 2.315, 0.682)
O (-1.926, 1.478, 1.132)
H (-0.412, -1.213, -1.030)
H (0.679, -1.928, -1.716)
O (-0.288, -1.838, -1.775)

6.
A 2-piece molecular cluster, CH8NS overall, computed with ωB97M-V/def2-TZVPD.

Output
Energy ... -495.55406 Eh
Total charge ... +1
Energy above the lowest of the compared OMol25 structures with the same formula, charge and spin ... 16.1 kcal per mole
M ... 66.1 g/mol
HOMO ... -13.666 eV
Orbital gap ... 9.595 eV

Geometry (Å):
N (-1.355, -0.837, 1.089)
H (-1.046, -1.645, 1.633)
H (-1.116, -0.049, 1.666)
H (-2.356, -1.139, 0.857)
H (-0.709, -0.870, 0.215)
C (1.519, 0.642, -0.687)
S (-0.047, 0.219, -1.382)
H (2.294, -0.127, -0.960)
H (1.490, 0.763, 0.438)
H (1.741, 1.636, -1.053)
H (-0.415, 1.408, -1.815)

7.
CH8O2P4 as an isolated structure, computed with ωB97M-V/def2-TZVPD.

Output
Energy ... -1558.65191 Eh
Total charge ... 0
Energy above the lowest of the compared OMol25 structures with the same formula, charge and spin ... 13.5 kcal per mole
M ... 176.0 g/mol
HOMO ... -8.973 eV
Orbital gap ... 8.691 eV

Geometry (Å):
C (-0.725, -0.158, 1.928)
O (3.235, 0.411, 1.044)
O (0.458, -0.774, 1.833)
P (-1.502, 0.488, 0.316)
P (0.988, 1.834, -0.544)
P (1.921, -1.635, -0.859)
P (1.950, 0.159, 0.397)
H (-0.634, 0.761, 2.749)
H (-1.446, -0.869, 2.412)
H (-2.518, -0.288, 0.196)
H (-2.423, 1.584, 0.826)
H (0.928, 1.009, -1.734)
H (2.349, 2.098, -1.096)
H (3.018, -1.012, -1.388)
H (2.797, -2.309, -0.130)

8.
A 4-piece molecular cluster, CH8O2S2 overall, computed with ωB97M-V/def2-TZVPD.

Output
Energy ... -989.56012 Eh
Total charge ... 0
Energy above the lowest of the compared OMol25 structures with the same formula, charge and spin ... 120.2 kcal per mole
M ... 116.2 g/mol
HOMO ... -9.187 eV
Orbital gap ... 4.379 eV

Geometry (Å):
C (-1.527, -0.179, 0.423)
S (-1.518, 1.511, 0.114)
S (0.259, -2.404, 0.857)
H (-2.514, -0.516, 0.747)
H (-0.812, -0.379, 1.298)
H (-1.162, -0.720, -0.451)
H (0.700, -1.594, -1.112)
H (1.155, -3.211, 1.445)
H (2.031, -1.056, -1.713)
O (1.077, -1.068, -1.825)
H (1.128, 3.387, 0.747)
H (0.219, 2.804, -0.333)
O (0.962, 3.425, -0.197)

9.
A 3-piece molecular cluster, CH8O2S2 overall, computed with ωB97M-V/def2-TZVPD.

Output
Energy ... -989.42596 Eh
Total charge ... +1
Energy above the lowest of the compared OMol25 structures with the same formula, charge and spin ... 8.6 kcal per mole
M ... 116.2 g/mol
HOMO (alpha / beta) ... -15.219 / -15.147 eV
Spin multiplicity ... 2
Expectation value of S² ... 0.75
Orbital gap (alpha / beta) ... 10.625 / 6.644 eV

Geometry (Å):
C (1.715, -1.053, 0.737)
S (0.684, -0.793, -0.718)
S (0.607, 1.230, -0.850)
H (1.082, -1.689, 1.376)
H (1.837, -0.136, 1.268)
H (2.632, -1.611, 0.454)
H (-0.663, 1.266, -0.383)
H (-1.580, 0.441, 1.555)
H (-1.088, 1.325, 2.679)
O (-0.767, 0.813, 1.939)
H (-2.357, -0.730, -0.746)
H (-3.431, -1.115, 0.306)
O (-2.765, -0.469, 0.066)

10.
A 3-piece molecular cluster, CH8O2Si2 overall, computed with ωB97M-V/def2-TZVPD.

Output
Energy ... -772.23980 Eh
Total charge ... 0
Energy above the lowest of the compared OMol25 structures with the same formula, charge and spin ... 67.7 kcal per mole
M ... 108.2 g/mol
HOMO ... -9.153 eV
Orbital gap ... 8.601 eV
SMILES ... C=[SiH2].O=[SiH2].O

Geometry (Å):
C (2.120, -0.757, 0.405)
O (-2.093, -0.343, -0.229)
O (-3.269, 2.169, 1.285)
Si (-1.184, -1.533, 0.019)
Si (1.594, 0.504, -0.611)
H (2.699, -0.383, 1.144)
H (2.053, -1.812, 0.293)
H (-2.932, 1.730, 0.489)
H (-2.781, 1.817, 2.047)
H (-0.451, -1.641, 1.271)
H (-1.104, -2.801, -0.819)
H (1.630, 1.803, -0.147)
H (1.275, 0.303, -2.012)

11.
A 3-piece molecular cluster, CH9N2O2 overall, computed with ωB97M-V/def2-TZVPD.

Output
Energy ... -302.67101 Eh
Total charge ... +2
Energy above the lowest of the compared OMol25 structures with the same formula, charge and spin ... 27.3 kcal per mole
M ... 81.1 g/mol
HOMO (alpha / beta) ... -18.263 / -18.262 eV
Spin multiplicity ... 2
Expectation value of S² ... 0.79
Orbital gap (alpha / beta) ... 7.691 / 2.303 eV

Geometry (Å):
N (0.549, 0.344, 0.029)
C (-0.508, -0.460, -0.072)
N (-0.590, -1.634, -0.713)
H (1.319, -0.054, -0.408)
H (0.476, 0.980, 0.845)
H (-1.453, -0.016, 0.302)
H (-1.488, -2.033, -0.985)
H (0.220, -2.078, -1.201)
H (3.897, -0.276, -0.009)
H (3.319, -1.527, -0.535)
O (3.028, -0.756, -0.020)
H (-3.382, 1.878, 0.980)
H (-2.800, 3.283, 1.036)
O (-2.586, 2.348, 0.752)

12.
A 2-piece molecular cluster, CH9N3 overall, computed with ωB97M-V/def2-TZVPD.

Output
Energy ... -207.73742 Eh
Total charge ... 0
Energy above the lowest of the compared OMol25 structures with the same formula, charge and spin ... 9.9 kcal per mole
M ... 63.1 g/mol
HOMO ... -8.761 eV
Orbital gap ... 9.856 eV
SMILES ... NCN.N

Geometry (Å):
N (2.530, 1.309, 0.633)
H (1.885, 1.317, -0.152)
H (2.723, 2.292, 0.803)
H (3.406, 0.956, 0.253)
N (-2.041, -0.597, 0.669)
C (-0.920, -0.158, -0.124)
N (-0.335, -1.289, -0.827)
H (-1.964, -1.511, 1.071)
H (-2.934, -0.157, 0.584)
H (-0.145, 0.268, 0.532)
H (-1.265, 0.634, -0.802)
H (0.076, -1.038, -1.712)
H (-1.016, -2.027, -0.926)

13.
A 2-piece molecular cluster, CH9N3 overall, computed with ωB97M-V/def2-TZVPD.

Output
Energy ... -207.71430 Eh
Total charge ... 0
Energy above the lowest of the compared OMol25 structures with the same formula, charge and spin ... 24.4 kcal per mole
M ... 63.1 g/mol
HOMO ... -9.119 eV
Orbital gap ... 10.083 eV
SMILES ... NCN.N

Geometry (Å):
N (1.518, 1.810, 2.192)
H (1.618, 0.981, 1.561)
H (2.015, 2.500, 1.772)
H (0.618, 2.038, 2.186)
N (-0.821, -2.013, -0.548)
C (-0.137, -0.623, -0.552)
N (-0.647, 0.556, -1.186)
H (-1.803, -1.957, -0.376)
H (-0.680, -2.509, -1.350)
H (-0.052, -0.427, 0.537)
H (0.825, -0.850, -0.988)
H (-0.530, 0.449, -2.300)
H (-1.544, 1.045, -0.936)

14.
A 2-piece molecular cluster, CH9N3Si overall, computed with ωB97M-V/def2-TZVPD.

Output
Energy ... -497.25545 Eh
Total charge ... 0
M ... 91.2 g/mol
HOMO ... -8.787 eV
Orbital gap ... 9.159 eV
SMILES ... [H]/N=[Si](/C)N.N

Geometry (Å):
C (2.491, -0.424, -0.174)
N (0.367, 1.446, -0.324)
N (0.598, -0.329, 2.218)
N (-3.153, -0.471, -0.599)
Si (1.115, 0.344, 0.795)
H (2.277, -1.287, -0.759)
H (2.993, 0.512, -0.699)
H (3.211, -0.798, 0.540)
H (-0.480, 1.894, -0.064)
H (0.689, 1.650, -1.256)
H (-3.884, -1.011, -0.120)
H (-0.409, -0.075, 2.563)
H (-3.517, -0.361, -1.537)
H (-2.296, -1.088, -0.584)

15.
A 2-piece molecular cluster, CH9N4 overall, computed with ωB97M-V/def2-TZVPD.

Output
Energy ... -262.34431 Eh
Total charge ... +1
Energy above the lowest of the compared OMol25 structures with the same formula, charge and spin ... 0.0 kcal per mole
M ... 77.1 g/mol
HOMO ... -15.066 eV
Orbital gap ... 12.077 eV

Geometry (Å):
N (0.635, 0.233, 0.811)
C (-0.019, 0.856, -0.168)
N (-0.328, 0.169, -1.265)
N (-0.319, 2.158, -0.081)
H (0.529, -0.788, 0.825)
H (0.627, 0.682, 1.711)
H (-0.293, -0.839, -1.182)
H (-0.960, 0.553, -1.948)
H (0.154, 2.710, 0.612)
H (-0.537, 2.659, -0.928)
N (0.025, -2.703, 0.586)
H (0.811, -3.229, 0.215)
H (0.021, -2.906, 1.583)
H (-0.802, -3.164, 0.227)

16.
A 2-piece molecular cluster, CH9N4P overall, computed with ωB97M-V/def2-TZVPD.

Output
Energy ... -603.74264 Eh
Total charge ... 0
Energy above the lowest of the compared OMol25 structures with the same formula, charge and spin ... 90.8 kcal per mole
M ... 108.1 g/mol
HOMO (alpha / beta) ... -7.358 / -9.127 eV
Orbital gap (alpha / beta) ... 6.796 / 8.700 eV

Geometry (Å):
C (2.302, -0.824, 0.133)
N (1.386, 0.172, 0.473)
N (-0.416, 2.033, 0.355)
N (-2.583, -1.182, 0.291)
N (-0.504, 0.301, -1.467)
P (-0.077, 0.439, 0.084)
H (2.649, -1.027, -1.023)
H (2.090, -1.742, 0.646)
H (3.356, -0.473, 0.497)
H (0.419, 2.543, 0.675)
H (-1.280, 2.515, 0.673)
H (-3.249, -0.540, 0.738)
H (-2.279, -1.879, 1.049)
H (-0.317, -0.680, -1.874)
H (-1.498, 0.346, -1.250)

17.
A 2-piece molecular cluster, CH9N6 overall, computed with ωB97M-V/def2-TZVPD.

Output
Energy ... -371.62981 Eh
Total charge ... +1
Energy above the lowest of the compared OMol25 structures with the same formula, charge and spin ... 88.3 kcal per mole
M ... 105.1 g/mol
HOMO ... -11.935 eV
Orbital gap ... 7.156 eV

Geometry (Å):
C (1.511, -0.006, -0.798)
N (-1.932, -1.144, -1.277)
N (-2.081, -0.232, -0.417)
N (-1.879, -0.306, 0.858)
N (2.620, 0.193, 0.008)
N (0.426, 0.606, -0.446)
N (0.370, 1.251, 0.850)
H (1.578, -0.815, -1.474)
H (-1.382, -1.972, -0.951)
H (-1.744, -1.232, 1.398)
H (-2.352, 0.347, 1.562)
H (2.584, 0.923, 0.798)
H (3.385, -0.412, 0.094)
H (1.119, 1.934, 1.206)
H (-1.735, -1.078, -2.250)
H (-0.489, 1.943, 0.839)

18.
A 4-piece molecular cluster, CH9NO2 overall, computed with ωB97M-V/def2-TZVPD.

Output
Energy ... -248.58928 Eh
Total charge ... 0
Energy above the lowest of the compared OMol25 structures with the same formula, charge and spin ... 79.0 kcal per mole
M ... 67.1 g/mol
HOMO ... -10.300 eV
Orbital gap ... 10.098 eV

Geometry (Å):
C (1.497, 0.063, -0.531)
N (1.115, -0.486, 0.867)
H (0.776, -0.021, -1.353)
H (1.651, 1.143, -0.450)
H (2.444, -0.401, -0.796)
H (0.052, -1.147, -0.039)
H (1.924, -1.026, 1.170)
H (-0.066, 0.201, 1.115)
H (-1.606, 0.269, 1.820)
O (-1.066, 0.688, 1.145)
H (-2.912, 0.430, -1.313)
H (-1.758, 0.287, -0.369)
O (-2.053, 0.000, -1.266)

19.
A 5-piece molecular cluster, CH9O6 overall, computed with ωB97M-V/def2-TZVPD.

Output
Energy ... -495.03278 Eh
Total charge ... -1
Energy above the lowest of the compared OMol25 structures with the same formula, charge and spin ... 16.1 kcal per mole
M ... 117.1 g/mol
HOMO ... -5.684 eV
Orbital gap ... 9.542 eV

Geometry (Å):
O (-0.285, 0.200, 0.420)
C (-1.461, 0.088, 0.882)
O (-2.315, -0.794, 0.792)
H (-1.684, 0.970, 1.556)
H (2.782, -0.697, 0.241)
H (2.494, 0.185, 1.331)
O (3.266, -0.136, 0.881)
H (-0.382, 2.965, -0.035)
H (-0.436, 1.883, -1.158)
O (-0.182, 2.808, -0.955)
H (-1.810, -1.107, -1.544)
H (-0.638, -0.126, -1.517)
O (-1.417, -0.405, -2.052)
H (0.347, -2.526, 0.697)
H (0.637, -1.207, 0.222)
O (1.084, -2.099, 0.239)